# 1
This record from the Open Molecules 2025 dataset describes a structure of composition H6O3Rb in a non-equilibrium geometry. The level of theory is the ωB97M-V functional and the def2-TZVPD basis.

Multiplicity = 1
Total energy = -253.21640 Ha
Orbital gap = 12.299 eV
Total charge = +1
ΔE to the lowest compared entry with this formula, charge and spin = 11.89 kcal per mole

Geometry as XYZ:
```
10
Properties=species:S:1:pos:R:3:forces:R:3:mulliken_charge:R:1
Rb 1.7152 -0.5859 0.3726 0.565 -0.336 0.050 0.93
O -0.2448 -1.8979 -1.1994 0.499 -0.095 1.535 -0.63
H 0.3742 -2.0659 -1.9024 -0.384 -0.017 -0.930 0.33
H -1.0488 -1.4729 -1.4784 -0.202 0.031 -0.826 0.31
O 0.4102 1.6011 -0.6384 0.436 1.262 0.182 -0.56
H -0.5128 1.8481 -0.6024 -0.638 -0.222 -0.118 0.30
H 0.8102 2.4971 -0.6184 0.081 -0.744 -0.138 0.31
O -0.3168 -0.2849 2.2036 -0.302 0.350 -0.653 -0.68
H -0.2018 0.6601 2.3696 -0.139 -0.056 0.319 0.35
H -0.9848 -0.2989 1.4936 0.086 -0.173 0.579 0.33
```
Forces are in eV/Å.

# 2
This record from the Open Molecules 2025 dataset describes a cluster of 2 separate species, H6OSi2 in total in a non-equilibrium geometry. The level of theory is the ωB97M-V functional and the def2-TZVPD basis.

Multiplicity = 1
Total energy = -657.68518 Ha
Orbital gap = 7.052 eV
Total charge = 0
ΔE to the lowest compared entry with this formula, charge and spin = 100.63 kcal per mole

Geometry as XYZ:
```
9
Properties=species:S:1:pos:R:3:forces:R:3:mulliken_charge:R:1
O -1.0041 -0.4637 -0.0318 -0.635 2.059 1.530 -0.58
Si -0.1525 1.8177 0.9645 -0.378 -3.513 -2.742 0.61
Si 0.0063 -1.4682 -0.7298 0.948 -0.275 -0.210 0.42
H -1.1250 1.9021 -0.1156 -0.123 0.957 0.078 0.01
H -0.6340 1.9570 2.3271 0.346 0.056 0.330 0.01
H 1.2637 1.6650 0.4185 -0.768 0.389 0.947 0.03
H 1.1027 -1.7169 0.1233 1.414 -0.311 1.325 -0.19
H 0.7083 -0.7996 -1.7973 0.201 0.351 -1.155 -0.18
H -0.1654 -2.8934 -1.1589 -1.006 0.287 -0.102 -0.15
```
Forces are in eV/Å.

# 3
This record from the Open Molecules 2025 dataset describes an isolated molecule of H6Si3 in a non-equilibrium geometry. The level of theory is the ωB97M-V functional and the def2-TZVPD basis.

Multiplicity = 1
Total energy = -871.87630 Ha
Orbital gap = 6.948 eV
Total charge = 0
ΔE to the lowest compared entry with this formula, charge and spin = 42.88 kcal per mole

Geometry as XYZ:
```
9
Properties=species:S:1:pos:R:3:forces:R:3:mulliken_charge:R:1
Si 2.3817 -1.8612 0.7578 0.139 0.484 -0.609 0.13
Si -1.3413 1.3865 -0.4989 2.364 -1.387 0.975 0.30
Si 0.3228 -0.6371 0.3634 -1.821 -1.000 0.429 -0.03
H 3.4648 -1.4334 -0.2991 -0.703 0.022 0.352 -0.06
H -0.5727 2.5345 -0.1351 0.472 0.881 0.792 -0.11
H -2.4452 1.2378 0.4345 -0.659 -0.040 -0.221 -0.07
H -1.4031 1.7675 -1.9005 -0.693 -0.683 -0.622 -0.08
H -0.1513 -1.8524 -0.6076 0.481 0.892 1.005 -0.05
H -0.2557 -1.1421 1.8855 0.421 0.832 -2.100 -0.04
```
Forces are in eV/Å.

# 4
This record from the Open Molecules 2025 dataset describes a cluster of 3 separate species, H7O3 in total in a non-equilibrium geometry. The level of theory is the ωB97M-V functional and the def2-TZVPD basis.

Multiplicity = 1
Total energy = -229.62938 Ha
Orbital gap = 13.312 eV
Total charge = +1
ΔE to the lowest compared entry with this formula, charge and spin = 20.45 kcal per mole

Geometry as XYZ:
```
10
Properties=species:S:1:pos:R:3:forces:R:3:mulliken_charge:R:1
O -1.1333 -1.4286 -0.4248 0.900 -2.003 0.376 -0.73
H -1.0689 -2.4546 -0.3485 -0.729 2.715 -0.701 0.38
H -1.6942 -1.1219 -1.1536 -0.025 -0.781 0.124 0.36
O -0.0699 1.7589 0.4107 0.025 1.765 -2.675 -0.69
H -0.0945 2.5400 -0.2723 -0.251 -2.212 1.433 0.41
H 0.5167 2.1466 1.0544 0.418 0.177 0.973 0.37
O 1.1967 -0.4291 0.0693 -0.811 2.180 -1.030 -0.52
H 0.5993 0.5300 0.0072 1.329 0.031 1.183 0.49
H 1.3482 -0.6710 0.9955 -0.293 -0.184 0.002 0.42
H 0.3999 -0.8704 -0.3379 -0.562 -1.687 0.315 0.52
```
Forces are in eV/Å.